Computed, not measured: the ion C5H9NO2P with charge +1 at a distorted geometry, with ωB97M-V/def2-TZVPD.

Each line ends with the Mulliken charge.
Geometry (Å):
1 P 0.6952 -1.8043 0.0857  0.080
2 O -0.1986 1.3741 -1.6299  -0.451
3 O 1.7889 -1.0410 -0.6895  -0.208
4 N -2.0401 -0.7989 -0.0840  0.102
5 C -0.1629 1.4944 0.7745  -0.967
6 C -0.2994 0.9045 -0.5468  0.538
7 C -0.8604 -0.5310 -0.1904  0.085
8 C -3.2506 -0.7313 0.1458  -0.207
9 C 2.7761 -0.0596 -0.2722  -0.646
10 H -0.5499 2.4151 0.8277  0.416
11 H -3.9218 -1.1266 -0.6018  0.280
12 H -3.6084 -0.5925 1.1545  0.286
13 H -0.7336 0.8659 1.4336  0.390
14 H 2.9067 0.1660 0.7280  0.343
15 H 0.8854 1.6359 1.0423  0.266
16 H 3.7794 -0.3066 -0.5427  0.305
17 H 2.3680 0.8431 -0.7609  0.307
18 H 0.4261 -2.7072 -0.8742  0.080

Forces on atoms 1 to 6 (eV/Å):
-1.3 0.7 3.2
0.3 -0.6 0.0
2.3 0.9 -0.9
0.1 1.1 0.0
2.0 -1.8 0.6
-1.7 -0.3 -0.4

Output
- multiplicity = 1
- energy relative to the best compared isomer or geometry (same formula, charge and spin) (kJ/mol) = 189.0
- total energy (eV) = -20194.3354
- total charge = +1
- HOMO-LUMO gap (eV) = 8.66
- LUMO energy (eV) = -4.8

=====

Computed, not measured: a structure of composition Cu2F2Zn at a distorted geometry, with ωB97M-V/def2-TZVPD.

Each line ends with the Mulliken charge.
Geometry (Å):
1 Zn 2.7305 0.2325 -1.4850  1.617
2 Cu -0.2093 1.4185 1.1424  1.486
3 Cu -1.9017 -1.6657 -0.3492  1.617
4 F 1.0533 0.0994 -0.3080  -0.406
5 F -1.6727 -0.0847 0.9998  -0.314

Forces on the atoms, in the same order (eV/Å):
-0.6 -0.2 0.7
-0.9 -1.6 -0.2
-0.7 1.0 1.6
0.9 1.2 -0.5
1.3 -0.4 -1.6

Output
- multiplicity = 3
- energy relative to the best compared isomer or geometry (same formula, charge and spin) (kJ/mol) = 0.0
- total energy (eV) = -143069.2229
- total charge = +4
- HOMO-LUMO gap (spin up / spin down) (eV) = 11.10 / 8.07
- LUMO energy (spin up / spin down) (eV) = -20.9 / -23.8

=====

Computed, not measured: a structure of composition C4H9N at a distorted geometry, with ωB97M-V/def2-TZVPD.

Each line ends with the Mulliken charge.
Geometry (Å):
1 N -0.6890 0.5717 -0.3470  -0.889
2 C 0.5904 -0.0216 -0.3206  -0.343
3 C -1.6387 -0.4514 -0.3661  -0.359
4 C -0.9277 -1.6194 -1.2275  -0.826
5 C 0.4491 -1.1993 -1.2874  -0.832
6 H -0.4720 -0.8982 -2.0750  0.456
7 H -1.8155 -0.7989 0.6760  0.260
8 H 2.1018 4.5767 4.1699  0.009
9 H 1.1989 -1.7554 -1.8236  0.442
10 H 2.7179 4.2422 4.5803  -0.009
11 H 1.3566 0.6263 -0.7545  0.279
12 H -2.6119 -0.2232 -0.8446  0.242
13 H -1.2533 -2.6260 -1.0164  0.326
14 H 0.9936 -0.4236 0.6365  0.245

Forces on atoms 1 to 6 (eV/Å):
-0.2 1.9 0.0
0.3 -0.3 -1.6
1.0 -1.3 -0.7
-2.3 0.0 2.3
1.2 0.1 1.0
-0.2 0.5 -1.9

Output
- multiplicity = 2
- energy relative to the best compared isomer or geometry (same formula, charge and spin) (kJ/mol) = 435.5
- total energy (eV) = -5777.6741
- total charge = -1
- HOMO-LUMO gap (spin up / spin down) (eV) = 5.35 / 5.49
- LUMO energy (spin up / spin down) (eV) = 4.4 / 4.4

=====

Computed, not measured: the molecule C4H6ClN3O at a distorted geometry, with ωB97M-V/def2-TZVPD.

Each line ends with the Mulliken charge.
Geometry (Å):
1 Cl -3.4112 -1.9469 0.1011  -0.078
2 O -1.9198 2.6608 -0.3808  -0.617
3 N -0.2395 1.3228 0.4306  0.223
4 N -2.3571 0.4629 0.1291  -0.219
5 N 0.2598 0.2445 0.9252  -0.579
6 C -2.5173 -0.6531 -0.3427  0.255
7 C 1.4157 -1.2911 -0.4765  -0.961
8 C 1.5954 -0.0784 0.4152  -0.319
9 C -1.5420 1.5193 0.0161  0.531
10 H 2.2343 -0.1367 1.3176  0.302
11 H 2.3409 -1.4419 -1.0674  0.320
12 H 2.0427 0.6303 -0.2508  0.347
13 H 0.2698 2.1296 0.1659  0.251
14 H 0.5446 -1.1942 -1.0566  0.263
15 H 1.2836 -2.2278 0.0742  0.281

Forces on atoms 1 to 6 (eV/Å):
-0.9 -1.0 0.5
1.2 -3.2 1.0
-1.5 1.0 -0.8
-1.1 -1.7 0.5
0.6 -1.5 0.2
1.4 1.7 -0.6

Output
- multiplicity = 1
- energy relative to the best compared isomer or geometry (same formula, charge and spin) (kJ/mol) = 416.5
- total energy (eV) = -23281.0255
- HOMO-LUMO gap (spin up / spin down) (eV) = 8.36 / 7.25
- LUMO energy (spin up / spin down) (eV) = -0.2 / -1.1

=====

Computed, not measured: a structure of composition C36H48AsIrN5SSi, with ωB97M-V/def2-TZVPD.

Each line ends with the Mulliken charge.
Geometry (Å):
1 Ir -1.8547 -0.0407 0.1381  1.703
2 As 1.1000 -0.3978 0.5386  1.842
3 S -2.4052 0.4628 2.4222  -0.432
4 Si -3.8283 2.9406 -1.1443  -0.216
5 N -0.0493 0.2846 -0.8362  -0.261
6 N -0.7220 -1.2288 3.7815  0.056
7 N -3.6140 1.2371 -0.5593  0.201
8 N -3.8555 -0.9214 -0.1228  0.153
9 N -0.6225 0.8655 4.3747  -0.024
10 C 4.3271 -0.6601 -0.7701  -2.171
11 C -4.4899 0.2451 -0.5000  0.565
12 C 3.4199 -6.0662 -0.7403  -1.576
13 C -5.1449 3.7742 -0.1283  -1.092
14 C -6.5818 -0.9183 -0.5330  -0.753
15 C 0.1888 0.6941 -2.0814  0.754
16 C -5.9173 -2.0608 -0.1355  -0.650
17 C 3.8936 0.5993 -0.0617  1.136
18 C 3.1328 -3.9994 0.6592  -0.729
19 C -5.8762 0.2627 -0.7246  -0.435
20 C 2.6029 -2.7427 0.9053  0.721
21 C 2.6037 0.8685 0.4296  0.887
22 C -0.8996 1.1212 -2.8993  -0.194
23 C 0.9694 2.5656 1.4754  -1.518
24 C 3.3520 3.0610 1.1202  -0.827
25 C -4.3091 2.7773 -2.9475  -1.072
26 C 0.2696 -2.4886 -2.1437  -1.329
27 C -4.5156 -2.0411 0.0679  0.614
28 C 2.3341 2.1241 1.0103  -0.148
29 C 1.4933 0.6830 -2.6604  -0.024
30 C 0.3750 0.2344 5.2414  -0.433
31 C -0.6963 1.4972 -4.2008  -0.730
32 C 5.7296 3.8209 0.8325  -1.630
33 C 0.0975 -1.2619 5.0012  -0.430
34 C 4.8788 1.5714 0.0853  -0.977
35 C -3.7672 -3.2701 0.4556  -1.258
36 C -1.1818 -0.0027 3.5483  -0.067
37 C 4.6408 2.8012 0.6780  0.449
38 C 2.8054 -4.7231 -0.4818  0.265
39 C 0.5951 1.4877 -4.7398  -0.717
40 C 1.8808 -4.1663 -1.3492  -0.965
41 C 1.3117 -2.9113 -1.1421  0.792
42 C 1.7199 -2.1674 -0.0258  0.110
43 C 1.6802 1.0796 -3.9592  -0.830
44 C 2.9997 -2.0736 2.1984  -2.115
45 C -2.1636 3.7346 -0.8716  -0.346
46 H 3.5253 -1.1786 -1.2904  0.254
47 H 6.6314 3.5229 0.3013  0.386
48 H -1.3933 2.9867 -0.6818  -0.519
49 H -6.4531 -2.9867 0.0174  0.485
50 H 0.6796 -1.8478 -2.9261  0.296
51 H -3.6628 -3.9244 -0.4123  0.296
52 H 0.7529 1.7955 -5.7636  0.428
53 H 2.3275 0.3580 -2.0616  0.361
54 H -6.1402 3.3536 -0.2647  0.354
55 H 5.4124 4.7921 0.4524  0.382
56 H -0.1346 -3.3746 -2.6311  0.572
57 H -1.2033 -2.0321 3.4132  0.235
58 H -6.3686 1.1755 -1.0225  0.376
59 H 2.3333 -2.3955 3.0021  0.250
60 H -5.1960 4.8211 -0.4366  0.347
61 H 3.0285 -6.5161 -1.6504  0.375
62 H -1.8551 4.3119 -1.7440  0.484
63 H 2.9954 -0.9814 2.1700  0.473
64 H 3.8274 -4.4225 1.3756  0.488
65 H -4.0213 1.8219 -3.3858  0.336
66 H -0.5656 -1.9600 -1.6799  -0.183
67 H -7.6512 -0.9418 -0.6898  0.477
68 H 1.5736 -4.7318 -2.2209  0.407
69 H 1.0134 -1.8237 4.8397  0.199
70 H -2.7730 -3.0118 0.8165  0.125
71 H -1.5314 1.8072 -4.8139  0.479
72 H 3.1273 4.0249 1.5629  0.521
73 H 5.0979 -0.4102 -1.4978  0.570
74 H 4.0086 -2.3707 2.4811  0.463
75 H 1.3781 0.5188 4.9200  0.269
76 H 5.9863 3.9510 1.8851  0.325
77 H -2.1893 4.4120 -0.0180  0.409
78 H -4.9088 3.7609 0.9358  0.330
79 H -0.7853 1.8559 4.3010  0.267
80 H 0.2337 0.5286 6.2783  0.356
81 H 3.2257 -6.7474 0.0886  0.373
82 H -4.3059 -3.8262 1.2211  0.471
83 H -1.8927 1.1261 -2.4690  -0.210
84 H 4.5021 -5.9795 -0.8432  0.345
85 H 4.7666 -1.3750 -0.0723  0.450
86 H 2.6734 1.0710 -4.3861  0.503
87 H 5.8705 1.3553 -0.2933  0.436
88 H -5.3864 2.8839 -3.0756  0.373
89 H -0.4641 -1.7168 5.8178  0.374
90 H 1.0645 3.2337 2.3316  0.674
91 H -3.8345 3.5659 -3.5331  0.447
92 H 0.4628 3.1255 0.6872  0.192
93 H 0.3119 1.7429 1.7602  -0.399

Forces on atoms 1 to 6 (eV/Å):
0.0 -0.2 0.5
0.0 0.1 -0.1
0.0 0.2 -0.2
0.0 -0.1 0.1
0.0 0.0 0.0
-0.2 0.2 0.0

Output
- multiplicity = 6
- energy relative to the best compared isomer or geometry (same formula, charge and spin) (kJ/mol) = 78.0
- total energy (eV) = -127938.1848
- total charge = +2
- HOMO-LUMO gap (spin up / spin down) (eV) = 7.94 / 5.04
- LUMO energy (spin up / spin down) (eV) = -4.6 / -7.7

=====

Computed, not measured: the molecule C3H2O3, with ωB97M-V/def2-TZVPD.

Each line ends with the Mulliken charge.
Geometry (Å):
1 O -0.5234 0.7131 -1.5807  -0.436
2 O -2.2357 0.4902 0.6354  -0.390
3 O 1.7122 -0.4949 0.7211  -0.425
4 C 1.1965 -0.4016 -0.3652  -0.013
5 C -0.1734 0.2427 -0.5266  0.553
6 C -1.0635 0.2411 0.7274  0.008
7 H 1.6696 -0.7620 -1.2956  0.357
8 H -0.5822 -0.0285 1.6842  0.346

Forces on atoms 1 to 6 (eV/Å):
0.2 -0.3 0.6
0.5 -0.1 0.0
-0.2 0.0 -0.5
0.3 -0.1 0.3
-0.2 0.2 -0.5
-0.6 0.2 0.1

Output
- multiplicity = 1
- energy relative to the best compared isomer or geometry (same formula, charge and spin) (kJ/mol) = 152.9
- structure (SMILES) = O=CC(=O)C=O
- total energy (eV) = -9283.9421
- HOMO-LUMO gap (eV) = 8.37
- LUMO energy (eV) = -1.7